{"formula": "C26H73N5O8", "method": "ωB97M-V/def2-TZVPD", "symbols": ["C", "C", "O", "H", "H", "H", "H", "H", "H", "C", "C", "O", "H", "H", "H", "H", "H", "H", "C", "C", "O", "H", "H", "H", "H", "H", "H", "C", "C", "C", "O", "C", "N", "H", "H", "H", "H", "H", "H", "H", "H", "H", "H", "H", "C", "C", "C", "O", "C", "N", "H", "H", "H", "H", "H", "H", "H", "H", "H", "H", "H", "C", "C", "C", "O", "C", "N", "H", "H", "H", "H", "H", "H", "H", "H", "H", "H", "H", "C", "C", "C", "O", "C", "N", "H", "H", "H", "H", "H", "H", "H", "H", "H", "H", "H", "C", "C", "C", "O", "C", "N", "H", "H", "H", "H", "H", "H", "H", "H", "H", "H", "H"], "xyz": [[-3.796, 1.175, -3.375], [-2.729, 0.377, -4.199], [-1.976, -0.375, -3.278], [-4.436, 1.788, -4.009], [-3.327, 1.894, -2.704], [-4.444, 0.495, -2.822], [-2.020, 1.000, -4.744], [-3.202, -0.274, -4.934], [-2.067, -1.297, -3.531], [-4.519, -2.002, -0.488], [-4.339, -0.603, 0.116], [-3.165, -0.632, 0.911], [-4.640, -2.795, 0.249], [-3.618, -2.264, -1.044], [-5.472, -2.014, -1.017], [-5.232, -0.419, 0.713], [-4.257, 0.136, -0.681], [-2.528, -0.077, 0.455], [-0.018, 0.426, 1.016], [-0.295, 0.267, -0.417], [-1.550, 0.843, -0.712], [0.406, 1.403, 1.251], [0.758, -0.320, 1.188], [-0.895, 0.179, 1.614], [-0.271, -0.791, -0.680], [0.432, 0.813, -1.018], [-1.805, 0.485, -1.566], [-1.869, -5.183, -1.272], [-0.448, -4.771, -0.851], [0.022, -5.443, 0.496], [1.342, -5.198, 0.927], [1.669, -3.851, 1.075], [0.433, -5.131, -1.956], [-1.958, -6.250, -1.473], [-2.042, -4.788, -2.273], [-2.612, -4.795, -0.575], [-0.438, -3.684, -0.778], [-0.108, -6.524, 0.532], [-0.639, -5.092, 1.288], [2.466, -3.711, 1.805], [0.848, -3.371, 1.607], [1.823, -3.405, 0.092], [1.354, -4.814, -1.688], [0.675, -6.101, -2.102], [3.023, 2.085, -4.626], [1.691, 1.388, -4.504], [1.729, 0.170, -3.588], [2.622, -0.745, -4.099], [3.137, -1.716, -3.130], [0.603, 2.344, -4.152], [2.963, 2.943, -5.296], [3.705, 1.375, -5.094], [3.413, 2.377, -3.650], [1.397, 0.991, -5.476], [0.800, -0.390, -3.476], [2.007, 0.473, -2.578], [3.699, -1.148, -2.389], [3.857, -2.419, -3.549], [2.368, -2.380, -2.736], [0.601, 3.167, -4.738], [-0.255, 1.820, -4.244], [3.976, 1.699, 4.010], [3.741, 3.004, 3.238], [3.134, 2.815, 1.808], [4.066, 2.044, 1.073], [3.515, 1.510, -0.157], [2.850, 3.812, 4.086], [3.957, 1.827, 5.092], [4.907, 1.184, 3.773], [3.154, 1.016, 3.796], [4.683, 3.527, 3.079], [3.019, 3.742, 1.246], [2.130, 2.392, 1.823], [3.249, 2.367, -0.776], [2.583, 0.962, -0.017], [4.180, 0.852, -0.717], [3.307, 4.031, 4.960], [2.733, 4.731, 3.684], [0.793, 5.181, -1.304], [0.069, 4.054, -0.704], [-0.723, 4.547, 0.489], [0.227, 4.996, 1.443], [-0.394, 5.728, 2.533], [-0.778, 3.301, -1.655], [1.271, 4.895, -2.241], [1.553, 5.509, -0.595], [0.086, 5.983, -1.517], [0.794, 3.325, -0.343], [-1.291, 3.719, 0.914], [-1.374, 5.370, 0.192], [0.381, 5.965, 3.263], [-1.157, 5.069, 2.947], [-0.870, 6.679, 2.296], [-0.949, 2.393, -1.247], [-0.131, 3.162, -2.418], [-2.625, -3.922, 2.754], [-2.562, -2.845, 3.885], [-1.191, -2.215, 4.076], [-0.196, -3.176, 4.466], [1.060, -2.629, 4.664], [-3.614, -1.845, 3.661], [-3.639, -4.286, 2.590], [-1.976, -4.733, 3.083], [-2.299, -3.567, 1.776], [-2.670, -3.326, 4.857], [-1.267, -1.398, 4.794], [-0.843, -1.763, 3.147], [1.433, -1.962, 3.887], [1.705, -3.503, 4.567], [1.110, -2.141, 5.637], [-4.537, -2.240, 3.544], [-3.456, -1.485, 2.731]], "mulliken_charge": [-0.91, -0.24, -0.39, 0.45, 0.19, 0.17, 0.14, 0.43, 0.21, -0.96, -0.23, -0.36, 0.32, 0.04, 0.47, 0.32, 0.09, 0.29, -0.41, 1.45, -0.80, -0.89, 0.38, 0.41, 0.13, -0.40, -0.16, -1.56, 1.60, -0.20, -0.45, -0.15, -0.74, 0.39, 0.42, 0.21, -0.54, 0.36, -0.15, 0.42, -0.09, 0.06, 0.21, 0.27, -1.45, 0.31, 0.68, -0.52, -0.54, -0.38, 0.40, 0.40, 0.21, 0.19, 0.28, -0.54, 0.13, 0.37, 0.21, 0.22, -0.19, -1.33, 0.42, -0.20, -0.49, -0.22, -0.71, 0.42, 0.29, 0.21, 0.32, 0.28, 0.04, 0.29, -0.10, 0.27, 0.26, 0.20, -1.75, 1.98, -0.98, -0.20, -0.84, -0.60, 0.49, 0.37, 0.35, -0.63, 0.31, 0.47, 0.20, 0.34, 0.31, 0.34, 0.27, -1.04, 0.33, 0.08, -0.38, -0.62, -0.77, 0.40, 0.49, -0.05, 0.28, 0.46, -0.46, 0.12, 0.28, 0.33, 0.35, 0.24], "e_lumo_ev": 0.314, "gap_ev": 8.963, "homo_ev": -8.6, "molar_mass_g_mol": 583.90, "e_above_lowest_kj_mol": 133.4, "max_force_ev_per_a": 3.02, "total_charge": 0, "energy_ev": -51971.773}



{"formula": "C5H16N4", "method": "ωB97M-V/def2-TZVPD", "symbols": ["C", "C", "N", "N", "N", "H", "H", "H", "H", "H", "H", "H", "H", "H", "C", "C", "C", "N", "H", "H", "H", "H", "H", "H", "H"], "xyz": [[2.227, 0.194, 0.432], [1.061, -0.921, -1.499], [1.513, -1.082, -0.115], [0.436, -1.622, 0.662], [3.565, -0.268, 0.267], [-0.244, -0.874, 0.840], [0.834, -1.919, 1.548], [3.958, 0.086, -0.601], [2.928, -1.374, -0.018], [1.941, 0.244, 1.491], [1.937, 1.092, -0.131], [0.705, -1.878, -1.873], [1.905, -0.576, -2.095], [0.254, -0.185, -1.565], [-1.101, 2.065, 1.273], [-2.886, -0.571, -0.702], [-2.476, 0.708, -0.054], [-1.446, 0.799, 0.669], [-3.126, 1.578, -0.239], [-1.795, 2.878, 1.016], [-0.094, 2.343, 0.957], [-1.082, 1.945, 2.358], [-2.177, -1.365, -0.476], [-3.883, -0.859, -0.359], [-2.952, -0.437, -1.785]], "nbo_charge": [-0.07, -0.42, -0.33, -0.69, -0.93, 0.38, 0.35, 0.34, 0.42, 0.17, 0.17, 0.21, 0.20, 0.18, -0.43, -0.67, 0.15, -0.45, 0.14, 0.17, 0.21, 0.21, 0.24, 0.23, 0.22], "e_lumo_ev": 0.898, "gap_ev": 9.013, "homo_ev": -8.1, "molar_mass_g_mol": 132.21, "e_above_lowest_kj_mol": 393.8, "max_force_ev_per_a": 3.06, "total_charge": 0, "energy_ev": -11401.455}



{"formula": "C3H8CsN3O2SSe4", "method": "ωB97M-V/def2-TZVPD", "symbols": ["Cs", "Se", "Se", "Se", "Se", "C", "N", "C", "S", "N", "C", "H", "H", "H", "H", "H", "H", "H", "H", "O", "N", "O"], "xyz": [[-0.562, 0.576, -0.673], [1.941, -0.095, 4.034], [0.000, -0.475, 2.810], [0.061, -2.774, 2.206], [-0.400, -2.869, -0.067], [3.705, 2.254, 1.139], [3.251, 0.886, 1.266], [3.681, -0.164, 0.524], [4.856, -0.029, -0.717], [3.050, -1.306, 0.841], [3.250, -2.608, 0.233], [4.057, 2.624, 2.105], [2.902, 2.909, 0.797], [4.516, 2.293, 0.425], [2.673, 0.667, 2.087], [2.417, -1.278, 1.639], [3.677, -2.482, -0.754], [2.277, -3.096, 0.153], [3.924, -3.232, 0.830], [-2.449, 3.897, -1.443], [-2.084, 2.743, -1.513], [-0.901, 2.546, -1.887]], "mulliken_charge": [0.94, -0.69, -0.28, -0.17, -0.82, -0.91, 0.18, 0.56, -0.58, 0.08, -0.79, 0.26, 0.27, 0.29, -0.17, 0.04, 0.33, 0.17, 0.24, -0.49, 0.10, -0.54], "e_lumo_ev": 4.134, "gap_ev": 4.992, "homo_ev": -0.9, "molar_mass_g_mol": 598.93, "max_force_ev_per_a": 3.94, "total_charge": -2, "energy_ev": -284575.711}